One molecule with the formula C3H4FIO in a non-equilibrium geometry. Source: OMol25; level of theory: wB97M-V/def2-TZVPD.

Geometry (Å):
C (1.1468, 1.1523, 0.1968)
C (0.3930, -0.2347, -0.1852)
O (0.9362, -0.8532, -1.0341)
C (-1.1770, -1.0105, 0.1689)
F (-1.5593, -0.7238, 1.4248)
I (-2.5469, -0.5714, -1.4096)
H (0.5773, 1.5205, 0.9763)
H (1.1145, 1.7727, -0.7500)
H (2.1410, 0.9858, 0.4261)
H (-1.0257, -2.0376, 0.1860)

The value obtained for the calculated total energy is -589.44109 Ha. As for the total charge: 0. For the HOMO energy, the calculation gives -9.37 eV. Its spin multiplicity is 1. The HOMO-LUMO gap is 9.516 eV. As for the SMILES: CC(=O)[C@@H](F)I. The value obtained for the strongest force on any atom is 4.36 eV/Å.